[1]
A 3-piece molecular cluster, C28H49F10N2O11P2 overall at a distorted geometry. Source: the OMol25 dataset; level of theory: wB97M-V/def2-TZVPD.

Properties
LUMO	1.96	eV
E	-3714.86086	Ha
orbital gap	6.431	eV

```
! wB97M-V def2-TZVPD RIJCOSX def2/J DEFGRID3
* xyz -1 1
C 1.43 -1.56 2.11
C 0.44 -1.87 0.99
C -0.52 -3.02 1.22
N 0.52 -1.18 -0.08
C -0.69 -0.52 -0.63
O -1.36 0.33 0.22
C -2.44 -0.23 0.96
C -2.58 0.45 2.32
C -1.23 0.82 2.95
C -3.52 1.67 2.18
C -2.99 2.68 1.17
C -3.73 2.37 3.53
O -1.50 -1.39 -1.34
P -0.97 -1.62 -3.02
N -0.67 -1.88 -4.76
C -2.36 -0.40 -3.58
C -1.96 0.64 -4.61
O -2.66 0.40 -5.86
C -2.07 1.02 -6.90
O -1.72 0.43 -7.92
C 0.22 -3.06 -2.55
C 1.70 -2.75 -2.62
O 2.13 -2.32 -3.92
C 3.23 -1.47 -3.77
C 3.85 -1.17 -5.13
F 4.96 -1.93 -5.36
F 4.30 0.13 -5.13
F 3.00 -1.30 -6.16
P -2.61 -3.25 -3.11
O -3.00 -3.74 -4.48
O 0.22 -0.39 -2.81
C -0.14 0.42 -1.75
C 0.95 1.43 -1.36
C 0.53 2.84 -1.76
F 1.19 1.49 0.01
H 1.74 -0.53 2.05
H 2.32 -2.16 1.90
H 1.03 -1.86 3.07
H -0.75 -3.06 2.28
H -1.45 -2.82 0.70
H -0.09 -3.97 0.92
H -3.35 -0.01 0.41
H -2.40 -1.31 1.04
H -3.09 -0.21 3.02
H -1.02 0.21 3.83
H -1.20 1.84 3.30
H -0.39 0.69 2.27
H -4.48 1.27 1.88
H -3.59 3.59 1.21
H -1.95 2.93 1.34
H -3.06 2.30 0.16
H -2.90 3.02 3.77
H -3.77 1.61 4.31
H -4.64 2.95 3.54
H -0.31 -2.80 -4.95
H 0.10 -1.26 -5.02
H -3.20 -0.95 -4.00
H -2.73 0.13 -2.70
H -2.29 1.63 -4.26
H -0.89 0.71 -4.77
H -1.97 2.12 -6.81
H 0.03 -3.27 -1.50
H 0.00 -3.98 -3.09
H 2.00 -2.03 -1.87
H 2.25 -3.67 -2.39
H 3.98 -1.99 -3.18
H 2.93 -0.53 -3.31
H -3.76 -2.77 -2.41
H -2.21 -4.41 -2.37
H -1.02 1.05 -1.95
H 1.89 1.22 -1.86
H -0.48 3.06 -1.42
H 1.20 3.55 -1.29
H 0.62 2.98 -2.83
C 4.78 -4.97 4.41
C 3.93 -6.20 4.63
O 2.87 -5.93 5.57
C 1.79 -5.34 5.08
O 1.62 -5.02 3.94
C 0.74 -5.17 6.19
F 1.29 -4.73 7.32
F 0.15 -6.34 6.45
F -0.20 -4.31 5.82
H 5.17 -4.60 5.36
H 5.62 -5.20 3.76
H 4.21 -4.16 3.96
H 4.52 -7.00 5.06
H 3.51 -6.56 3.69
C 1.83 8.11 0.19
C 0.67 8.50 1.07
O -0.18 7.37 1.35
C 0.22 6.58 2.33
O 1.19 6.71 3.00
C -0.81 5.45 2.53
F -1.20 4.94 1.36
F -1.90 5.92 3.15
F -0.31 4.47 3.26
H 1.47 7.64 -0.73
H 2.42 8.99 -0.08
H 2.48 7.40 0.69
H 0.03 9.23 0.57
H 1.01 8.95 2.00
*
```

Here are the Mulliken charges for atoms 1 to 2, given in e:
1. C -1.38
2. C 1.06

=====

[2]
A 3-piece molecular cluster, C2H10N4 overall at a distorted geometry. Source: the OMol25 dataset; level of theory: wB97M-V/def2-TZVPD.

Properties
energy above the lowest of the compared OMol25 structures with the same formula, charge and spin	121.1	kcal/mol
LUMO	0.69	eV
E	-301.03513	Ha
orbital gap	9.169	eV

```
! wB97M-V def2-TZVPD RIJCOSX def2/J DEFGRID3
* xyz 0 1
C -1.65 0.55 0.89
C -0.90 -0.29 -0.11
N -1.33 -1.42 -0.49
H -0.75 -1.93 -1.16
H -0.82 0.95 -1.56
H -1.74 0.01 1.83
H -2.65 0.75 0.48
H -1.17 1.52 1.08
N 0.67 0.08 -0.24
N 1.42 -0.93 -0.88
N 1.25 0.71 0.88
H 0.09 0.86 -1.34
H 1.75 -1.61 -0.18
H 1.55 0.01 1.56
H 2.22 -0.50 -1.34
H 2.07 1.25 0.57
*
```

Here are the Mulliken charges for atoms 1 to 2, given in e:
1. C -1.06
2. C 0.44

=====

[3]
C22H30CrN3O6Se2 as an isolated structure at a distorted geometry. Source: the OMol25 dataset; level of theory: wB97M-V/def2-TZVPD.

Properties
⟨S²⟩	3.907
energy above the lowest of the compared OMol25 structures with the same formula, charge and spin	10.6	kcal/mol
LUMO (spin up / spin down)	-1.14 / -1.27	eV
E	-7319.37537	Ha
orbital gap (spin up / spin down)	6.050 / 6.220	eV

```
! wB97M-V def2-TZVPD RIJCOSX def2/J DEFGRID3
* xyz 0 4
Cr 0.73 -0.03 0.45
O -2.68 3.97 1.35
C -2.86 3.75 0.03
C -3.95 4.37 -0.58
C -4.17 4.22 -1.94
C -3.32 3.43 -2.71
C -2.27 2.78 -2.11
C -2.02 2.92 -0.74
C -0.95 2.12 -0.13
O -0.44 1.16 -0.77
N -0.54 2.44 1.11
N 0.41 1.57 1.49
C 1.01 1.68 2.62
C 2.02 0.68 2.88
C 2.91 0.72 3.95
C 3.88 -0.26 4.06
C 3.93 -1.26 3.10
C 3.01 -1.25 2.07
N 2.07 -0.31 1.95
H -1.83 3.54 1.61
H -4.59 4.99 0.03
H -5.01 4.72 -2.40
H -3.49 3.32 -3.77
H -1.61 2.14 -2.68
H 0.78 2.49 3.31
H 2.84 1.53 4.66
H 4.59 -0.23 4.87
H 4.67 -2.05 3.15
H 3.01 -2.02 1.31
O 3.08 -3.69 -3.23
C 2.36 -2.70 -3.95
C 1.70 -1.71 -2.97
C 1.10 -0.60 -3.87
O -0.05 0.04 -3.37
C 2.82 -1.16 -2.09
Se 2.46 0.54 -1.15
C 0.60 -2.47 -2.20
Se 0.52 -2.31 -0.22
H 3.38 -4.35 -3.84
H 1.57 -3.16 -4.56
H 3.03 -2.13 -4.61
H 0.80 -1.04 -4.82
H 1.88 0.14 -4.07
H 0.18 0.55 -2.58
H 3.69 -0.93 -2.71
H 3.11 -1.90 -1.35
H 0.71 -3.54 -2.36
H -0.38 -2.16 -2.55
C 0.02 -1.73 3.90
O -0.52 -1.17 2.72
C -1.88 -0.78 2.85
C -2.63 -1.18 1.60
O -2.11 -0.45 0.52
C -2.78 -0.77 -0.68
H -0.63 -2.52 4.30
H 0.18 -0.97 4.67
H 0.98 -2.18 3.64
H -1.95 0.30 2.99
H -2.35 -1.28 3.71
H -3.70 -0.97 1.72
H -2.49 -2.26 1.43
H -3.83 -0.47 -0.61
H -2.72 -1.84 -0.88
H -2.30 -0.23 -1.49
*
```

Here are the Mulliken charges for atoms 1 to 2, given in e:
1. Cr 0.28
2. O -0.68

=====

[4]
C15H18N2OTb as an isolated structure at a distorted geometry. Source: the OMol25 dataset; level of theory: wB97M-V/def2-TZVPD.

Properties
⟨S²⟩	13.029
LUMO (spin up / spin down)	-12.53 / -13.91	eV
E	-1590.15366	Ha
orbital gap (spin up / spin down)	5.670 / 4.288	eV

```
! wB97M-V def2-TZVPD RIJCOSX def2/J DEFGRID3
* xyz 3 7
C 1.44 -3.36 0.39
C 2.81 -2.58 0.12
O 3.00 -1.56 1.12
C 3.75 -0.44 0.63
C 2.92 0.95 0.71
C 2.94 1.34 2.22
N 3.03 1.65 3.32
C 1.39 0.65 0.31
C 0.53 0.38 1.59
N -0.22 0.07 2.40
C 0.73 1.87 -0.53
C -0.84 1.61 -0.54
C -1.32 0.47 -1.37
C -2.77 0.11 -1.43
C -3.75 0.91 -0.62
C -5.25 0.46 -0.69
C -3.24 2.04 0.15
C -1.80 2.43 0.22
H 0.85 -3.37 -0.58
H 0.82 -2.81 1.15
H 1.71 -4.39 0.72
H 2.67 -2.04 -0.86
H 3.70 -3.27 0.00
H 4.61 -0.32 1.36
H 4.20 -0.60 -0.39
H 3.36 1.76 0.07
H 1.31 -0.25 -0.37
H 1.16 1.76 -1.57
H 0.99 2.86 -0.08
H -0.59 -0.14 -1.97
H -3.18 -0.76 -2.03
H -5.78 0.76 -1.62
H -5.79 0.75 0.26
H -5.23 -0.68 -0.67
H -3.98 2.66 0.72
H -1.44 3.29 0.84
Tb -2.74 -2.19 -2.94
*
```

Here are the Mulliken charges for atoms 1 to 2, given in e:
1. C -0.90
2. C -0.20

=====

[5]
C2H4LiORu as an isolated structure at a distorted geometry. Source: the OMol25 dataset; level of theory: wB97M-V/def2-TZVPD.

Properties
⟨S²⟩	12.039
LUMO (spin up / spin down)	-4.73 / -6.42	eV
E	-255.75173	Ha
orbital gap (spin up / spin down)	5.939 / 7.597	eV

```
! wB97M-V def2-TZVPD RIJCOSX def2/J DEFGRID3
* xyz 1 7
O -0.50 0.85 -0.78
Li -0.33 2.81 -1.01
C -0.39 0.20 0.38
C 0.44 -0.90 0.57
H -1.12 0.47 1.16
H 0.92 -1.33 -0.32
H 1.82 -0.85 1.47
Ru -0.92 0.43 -2.72
H 0.07 -1.67 1.25
*
```

Here are the Mulliken charges for atoms 1 to 2, given in e:
1. O -0.79
2. Li 0.86

=====

[6]
C35H32N6O5V as an isolated structure at a distorted geometry. Source: the OMol25 dataset; level of theory: wB97M-V/def2-TZVPD.

Properties
⟨S²⟩	3.776
energy above the lowest of the compared OMol25 structures with the same formula, charge and spin	6.4	kcal/mol
LUMO (spin up / spin down)	0.44 / -0.23	eV
E	-3001.70110	Ha
orbital gap (spin up / spin down)	6.303 / 7.377	eV

```
! wB97M-V def2-TZVPD RIJCOSX def2/J DEFGRID3
* xyz 0 4
V 1.65 0.54 0.76
O -0.61 1.59 5.61
C -1.62 1.06 4.91
C -2.86 0.95 5.54
C -3.95 0.42 4.88
C -3.83 -0.02 3.56
C -2.60 0.08 2.93
C -1.49 0.61 3.58
C -0.21 0.67 2.84
O -0.17 0.16 1.65
N 0.83 1.23 3.42
N 1.91 1.18 2.54
C 3.15 1.50 2.89
C 4.11 1.43 1.83
C 5.47 1.78 1.97
C 6.29 1.74 0.88
C 5.77 1.36 -0.37
C 4.45 1.01 -0.45
N 3.62 1.02 0.62
H 0.18 1.62 5.01
H -2.94 1.30 6.56
H -4.90 0.35 5.39
H -4.68 -0.43 3.04
H -2.48 -0.25 1.91
H 3.41 1.80 3.90
H 5.84 2.09 2.94
H 7.33 2.01 0.97
H 6.39 1.33 -1.26
H 3.99 0.70 -1.38
C -2.20 -1.17 -3.96
O -2.89 -0.43 -2.95
C -3.26 -1.13 -1.82
C -4.61 -1.16 -1.51
C -5.07 -1.80 -0.38
C -4.17 -2.42 0.47
C -2.82 -2.37 0.19
C -2.34 -1.72 -0.95
N -0.94 -1.71 -1.16
C -0.13 -0.60 -1.08
N -0.68 0.59 -1.30
C -0.13 1.90 -1.08
C 0.95 2.15 -0.24
C 1.33 3.49 -0.10
C 0.65 4.52 -0.71
C -0.46 4.24 -1.52
C -0.85 2.93 -1.69
O -1.92 2.54 -2.47
C -2.92 3.52 -2.73
N 1.16 -0.74 -0.76
C 1.76 -2.02 -0.72
C 2.35 -2.48 0.45
C 3.00 -3.70 0.50
C 3.03 -4.50 -0.62
C 2.44 -4.08 -1.80
C 1.82 -2.84 -1.87
O 1.29 -2.31 -3.00
C 1.35 -3.09 -4.18
H -2.09 -0.48 -4.80
H -2.80 -2.03 -4.27
H -1.22 -1.50 -3.63
H -5.29 -0.67 -2.20
H -6.13 -1.81 -0.16
H -4.51 -2.92 1.37
H -2.10 -2.81 0.87
H -0.47 -2.52 -0.78
H -1.61 0.60 -1.69
H 2.17 3.73 0.55
H 0.96 5.54 -0.57
H -1.00 5.05 -1.99
H -2.58 4.24 -3.48
H -3.19 4.04 -1.81
H -3.78 2.97 -3.11
H 2.29 -1.89 1.36
H 3.46 -4.03 1.43
H 3.52 -5.47 -0.59
H 2.49 -4.70 -2.68
H 0.89 -2.49 -4.96
H 0.81 -4.03 -4.07
H 2.39 -3.30 -4.46
*
```

Here are the Mulliken charges for atoms 1 to 2, given in e:
1. V -0.12
2. O -0.69

=====

What is the formula in the sixth record? C35H32N6O5V